# 1
155
Properties=species:S:1:pos:R:3:forces:R:3 method="wB97M-V/def2-TZVPD" total_energy_ev=-71917.3770 relative_energy_kcal_mol=42.23 e_lumo_ha=0.018 gap_ev=9.474 e_homo_ev=-8.994 smiles=COC[C@H](C)N.COC[C@H](C)N.COC[C@H](C)N.COC[C@H](C)N.COC[C@H](C)N.COC[C@H](C)N.COC[C@H](C)N.CCO.CCO.CCO.CCO charge=0
C -2.138 5.444 5.717 -1.550 -0.947 1.177
C -1.250 4.673 4.760 1.383 0.887 0.522
C -1.376 3.185 4.887 -0.565 -1.501 0.439
O -0.812 2.693 6.112 -0.087 1.427 -0.086
C -0.550 1.336 6.128 -0.158 -0.665 -0.470
N -1.602 5.099 3.399 1.118 0.255 -1.217
H -3.150 5.539 5.288 0.171 -0.323 0.175
H -1.861 6.443 5.948 0.825 0.999 -0.297
H -2.243 5.001 6.745 0.171 -0.118 -1.093
H -0.199 4.882 5.087 -0.417 0.080 -0.602
H -0.950 2.656 4.029 0.427 0.224 -0.060
H -2.415 2.882 4.900 -0.695 0.083 -0.152
H -0.014 1.091 7.032 0.461 0.106 0.221
H 0.031 1.085 5.237 0.239 -0.364 0.005
H -1.431 0.672 6.158 -0.267 0.350 -0.205
H -0.832 5.120 2.681 -0.638 -0.671 1.416
H -1.912 6.057 3.412 -0.312 0.206 0.223
C 5.911 -1.140 -1.730 0.025 0.307 0.269
C 6.337 -2.341 -2.547 -1.125 -0.034 -3.409
C 5.192 -2.534 -3.614 1.584 0.827 -0.642
O 5.574 -3.524 -4.536 0.936 -0.423 -0.371
C 4.667 -3.774 -5.596 -0.397 0.980 1.478
N 7.571 -2.085 -3.389 0.141 1.052 2.951
H 4.864 -1.232 -1.369 0.418 0.107 -0.618
H 6.089 -0.198 -2.300 -0.391 -0.744 0.311
H 6.466 -1.065 -0.815 0.624 0.116 0.505
H 6.432 -3.284 -2.046 -0.016 -0.348 0.899
H 5.087 -1.566 -4.123 0.165 0.086 -0.182
H 4.214 -2.728 -3.260 -1.082 -0.541 1.142
H 4.403 -2.828 -6.100 -0.149 -0.315 0.104
H 3.806 -4.241 -5.105 -0.448 0.062 -0.617
H 5.105 -4.446 -6.300 0.430 -0.464 -0.324
H 8.360 -2.183 -2.718 -0.472 0.304 -0.800
H 7.725 -2.785 -4.072 -0.335 -0.954 -0.666
C -3.606 0.777 -3.334 0.058 0.689 1.479
C -2.315 0.272 -2.601 -0.767 0.984 -0.634
C -1.553 -0.656 -3.454 0.335 0.397 -1.350
O -2.324 -1.816 -3.477 -0.297 -1.795 -0.835
C -2.010 -2.705 -4.562 0.977 -0.265 1.256
N -1.377 1.318 -2.243 0.157 1.524 -0.570
H -4.343 -0.004 -3.601 0.404 0.453 0.391
H -3.417 1.411 -4.192 0.677 -0.380 -0.673
H -4.001 1.574 -2.670 -0.550 -0.825 0.037
H -2.569 -0.312 -1.714 -0.235 0.300 0.164
H -0.563 -0.771 -2.999 -0.062 -0.491 -0.199
H -1.445 -0.200 -4.493 0.070 -0.612 0.946
H -0.933 -2.934 -4.512 -0.205 0.106 -0.311
H -2.283 -2.282 -5.493 -0.122 0.691 -1.043
H -2.528 -3.654 -4.472 -0.310 0.064 0.465
H -1.232 1.943 -3.061 0.114 -0.836 0.333
H -1.772 1.982 -1.593 -0.357 -0.077 0.669
C 3.321 1.710 -2.995 -0.046 -1.243 0.592
C 1.988 1.392 -3.659 -1.387 0.230 -0.139
C 1.892 1.926 -5.095 -0.424 -1.829 0.778
O 0.598 1.689 -5.666 1.035 0.213 -0.130
C 0.652 2.008 -7.073 -0.652 0.050 1.663
N 1.794 -0.094 -3.722 1.743 1.357 0.830
H 4.058 1.196 -3.602 0.552 0.114 0.049
H 3.375 1.275 -1.976 -0.202 -0.202 -0.577
H 3.606 2.727 -2.791 -0.266 0.691 -0.624
H 1.150 1.876 -3.107 0.388 -0.280 -0.038
H 2.678 1.442 -5.646 0.316 -0.721 -0.687
H 2.124 2.937 -5.172 0.226 2.229 0.255
H 1.007 3.030 -7.215 0.420 -0.110 -0.147
H -0.382 2.012 -7.352 -0.513 -0.243 -0.629
H 1.225 1.242 -7.574 0.254 0.034 -0.486
H 1.757 -0.448 -2.768 -0.172 -0.044 -0.246
H 0.947 -0.287 -4.188 -1.025 -0.224 -0.464
C -4.082 3.013 2.201 0.058 0.109 -1.270
C -3.057 2.025 1.639 0.266 1.507 0.227
C -3.563 0.879 0.873 -1.011 -2.313 -0.689
O -4.484 0.052 1.600 -0.718 -0.107 0.350
C -5.580 -0.548 0.846 2.135 1.259 0.014
N -2.155 2.769 0.717 -0.847 0.136 0.254
H -3.458 3.757 2.654 -0.022 0.679 0.545
H -4.763 2.608 2.912 -0.283 -0.635 0.703
H -4.709 3.511 1.452 0.281 -0.170 -0.255
H -2.542 1.692 2.539 0.382 -0.408 0.075
H -2.781 0.169 0.599 0.698 0.324 -0.117
H -3.993 1.187 -0.073 -0.370 0.450 -0.226
H -5.969 -1.319 1.477 -0.344 -0.458 0.192
H -5.176 -0.946 -0.094 -0.399 0.025 0.198
H -6.299 0.230 0.648 -0.553 0.148 -0.184
H -1.270 2.301 0.619 0.321 -0.275 0.199
H -1.980 3.681 1.122 0.096 -0.045 0.000
C -0.010 -2.171 4.427 -0.239 1.209 -0.414
C -1.417 -2.257 3.848 -0.491 -0.222 -1.097
C -2.421 -2.942 4.751 -0.801 -1.456 0.104
O -2.812 -2.135 5.829 0.311 1.634 -1.478
C -2.984 -2.678 7.069 -1.235 0.364 1.346
N -1.972 -0.955 3.415 1.135 0.666 0.414
H 0.009 -1.424 5.238 0.014 -0.565 0.119
H 0.673 -1.748 3.669 -0.170 -0.412 0.207
H 0.322 -3.159 4.741 0.129 0.170 0.140
H -1.366 -2.885 2.911 -0.036 0.431 0.832
H -2.058 -3.945 5.080 -0.009 0.596 0.005
H -3.347 -3.141 4.168 0.416 -0.028 0.015
H -3.618 -3.573 7.050 -0.168 0.107 0.097
H -3.457 -1.871 7.727 0.636 -1.241 -0.812
H -2.033 -2.956 7.455 0.919 -0.350 0.833
H -2.912 -1.070 3.058 -0.203 0.083 -0.141
H -2.030 -0.300 4.213 -0.067 -0.665 -0.468
C 1.118 -3.415 -1.852 2.049 -0.389 -0.318
C 1.368 -4.869 -2.284 0.418 -0.486 -0.234
C 1.702 -5.766 -1.100 1.463 1.135 -1.603
O 2.910 -5.287 -0.503 -0.964 -0.415 1.225
C 3.215 -6.125 0.600 1.307 0.708 0.923
N 0.298 -5.551 -2.999 0.250 0.243 -0.450
H 1.286 -2.818 -2.757 -0.686 0.334 0.257
H 1.985 -3.170 -1.194 -0.691 0.068 -0.191
H 0.192 -3.238 -1.315 -0.264 -0.002 -0.206
H 2.247 -4.916 -2.956 -0.221 0.328 0.330
H 1.920 -6.747 -1.522 -0.545 -0.340 0.393
H 0.839 -5.671 -0.480 -0.550 -0.611 1.184
H 3.323 -7.136 0.257 0.287 -0.748 -0.217
H 2.514 -6.180 1.456 -0.382 0.526 -0.642
H 4.172 -5.777 1.069 -0.661 -0.287 -0.689
H -0.596 -5.330 -2.568 -0.154 0.097 -0.718
H 0.378 -5.373 -4.010 -0.722 -0.005 0.926
C 2.750 4.689 3.412 -0.100 0.574 -0.007
C 1.955 3.411 3.432 -0.621 0.412 -0.421
O 0.917 3.503 2.425 0.270 -0.297 0.492
H 2.160 5.502 3.838 -0.117 0.141 -0.343
H 3.114 4.945 2.418 -0.322 0.021 -0.152
H 3.634 4.658 4.024 0.387 -0.423 0.477
H 1.540 3.282 4.448 -0.054 -0.229 -0.377
H 2.593 2.586 3.177 0.357 -0.627 0.070
H 0.599 2.599 2.216 0.136 0.341 0.137
C 0.266 5.519 -1.655 -2.466 0.244 -0.637
C -0.410 5.953 -0.380 -0.047 1.596 1.030
O -0.602 7.439 -0.318 0.082 -1.634 -0.690
H 0.534 4.485 -1.579 0.557 -0.584 0.146
H 1.073 6.166 -1.955 0.274 0.094 -0.056
H -0.573 5.522 -2.385 0.916 0.244 -0.267
H 0.264 5.699 0.441 -0.379 -0.217 0.320
H -1.430 5.517 -0.254 0.944 0.040 -0.067
H -0.220 7.725 0.508 0.124 0.134 0.266
C -3.410 -2.923 0.160 -0.181 0.037 1.911
C -2.665 -4.077 -0.409 1.613 -0.487 0.013
O -2.509 -4.057 -1.813 0.179 0.873 -0.842
H -3.481 -3.148 1.306 -0.221 0.707 -1.922
H -4.403 -2.788 -0.301 0.447 -0.198 0.354
H -2.811 -2.011 0.037 -0.290 0.001 0.080
H -3.150 -5.021 -0.144 0.024 0.060 -0.226
H -1.633 -4.107 0.068 -0.906 -0.031 -0.271
H -2.297 -3.148 -2.198 -0.488 -1.192 0.978
C 1.767 0.548 0.382 0.679 -1.735 0.544
C 0.504 -0.147 0.868 -0.920 1.408 -0.464
O -0.114 0.852 1.689 -2.012 -1.727 1.668
H 2.390 0.939 1.225 -0.666 -0.263 -0.613
H 1.555 1.320 -0.340 -0.207 0.313 -0.116
H 2.338 -0.248 -0.100 0.446 0.241 -0.296
H 0.570 -1.073 1.434 0.793 -0.081 0.124
H -0.199 -0.393 0.029 0.647 0.278 0.209
H -0.812 0.321 2.241 1.211 1.267 -0.896

# 2
10
Properties=species:S:1:pos:R:3:forces:R:3 method="wB97M-V/def2-TZVPD" total_energy_ev=-16545.2069 relative_energy_kcal_mol=116.18 e_lumo_ha="-0.020 / -0.020" gap_ev="9.274 / 9.275" e_homo_ev="-9.808 / -9.809" smiles="COO[PH2]=O" charge=0
C 0.348 -1.250 -1.246 0.245 0.119 -0.275
O -0.231 -0.946 0.003 -1.127 -0.359 -0.083
O 0.696 -0.297 0.784 0.133 3.459 1.435
O -0.007 2.880 1.697 0.592 -2.250 -0.758
P -0.286 1.473 1.241 0.443 -0.695 -0.169
H -0.272 -2.046 -1.656 0.002 0.067 -0.067
H 1.369 -1.607 -1.106 -0.064 -0.029 -0.004
H 0.353 -0.381 -1.913 0.001 -0.039 0.032
H -0.938 1.394 0.018 -0.075 -0.068 -0.301
H -1.033 0.779 2.179 -0.150 -0.206 0.191

# 3
29
Properties=species:S:1:pos:R:3:forces:R:3 method="wB97M-V/def2-TZVPD" total_energy_ev=-28870.5799 e_lumo_ha="0.028 / -0.093" gap_ev="6.168 / 7.316" multiplicity=3 e_homo_ev="-5.394 / -9.836" charge=0
C 1.222 -2.996 2.072 -1.105 -0.944 2.104
C 0.529 -1.892 2.418 0.482 -1.481 0.979
C -1.875 1.178 2.044 -1.375 0.131 -1.866
C 1.231 0.599 -3.947 -0.672 -0.801 0.159
C -1.547 -0.263 -2.773 1.586 -1.504 2.632
C 1.551 0.993 2.605 -1.086 2.964 2.045
C 0.967 0.480 -0.746 -2.876 -0.167 -4.717
N -3.022 1.063 1.258 -1.289 3.479 1.639
O -1.582 2.122 2.707 -0.013 1.084 0.927
O -1.117 0.111 1.885 0.016 -0.851 -0.405
Si 0.451 -0.342 -2.366 -1.232 1.915 -1.052
Si 0.513 -0.196 1.634 -0.047 -1.698 2.676
H 1.119 -3.987 2.652 0.037 1.739 -0.746
H 1.960 -3.071 1.333 0.753 0.234 -1.396
H -0.057 -2.078 3.349 -0.114 0.428 -0.786
H 0.416 0.380 -4.721 1.321 0.502 0.703
H 1.347 1.702 -3.800 -0.236 -0.972 -0.122
H 2.217 0.165 -4.278 -1.079 0.408 0.325
H -1.795 -0.763 -3.715 -0.105 -0.038 0.471
H -2.208 -0.488 -1.853 0.990 -0.329 -1.667
H -1.647 0.766 -2.851 -0.432 2.197 -0.688
H 2.149 0.535 3.413 0.141 -0.102 -0.817
H 2.124 1.735 2.000 -0.115 -0.763 0.474
H 0.828 1.708 3.272 1.279 -1.651 -1.774
H 1.914 0.769 -0.573 3.523 0.398 0.859
H 0.305 1.266 -0.503 -1.039 0.822 0.879
H -3.772 1.822 1.169 2.126 -1.492 0.658
H -3.121 0.356 0.617 0.055 -2.003 -1.372
H 0.899 -1.674 -2.302 0.508 -1.504 -0.124